Density functional theory data (the ωB97M-V functional and the def2-TZVPD basis) for a 2-piece molecular cluster, C18H35F8NO4P overall.

Geometry as XYZ:
```
67
Properties=species:S:1:pos:R:3:forces:R:3
F 6.864271 -2.256099 -4.288034 -0.021 0.084 0.052
H 5.801138 -2.783361 -1.227284 0.023 0.250 -0.023
H 5.899017 -4.056709 -2.413578 -0.001 -0.004 -0.044
O 4.547030 -2.692768 -2.900362 0.202 0.517 -0.363
H -1.418886 -2.842173 -0.433633 -0.123 0.022 -0.069
H -7.235787 4.724761 0.451827 -0.058 0.018 -0.048
H -3.312236 2.499496 -0.783814 0.072 -0.027 -0.051
H -0.020770 -2.651193 0.580401 0.051 0.018 0.132
H -0.493390 2.593555 3.064640 -0.135 0.074 0.032
H 3.005204 -1.289001 -4.609749 -0.020 -0.011 0.038
H 2.286760 1.556600 1.831314 0.038 0.125 -0.115
H -0.563171 1.688726 4.598327 -0.081 0.166 0.102
H -2.669687 -0.382392 -0.493889 -0.098 -0.310 -0.014
H 2.431354 -0.296094 0.581635 0.038 -0.318 0.046
H -3.434917 -1.422928 3.448399 0.203 -0.133 0.175
F 8.834241 -0.875765 -3.086036 -0.020 -0.014 -0.020
P -2.465180 -2.802917 1.993311 0.210 -0.666 0.229
C 7.081144 -2.423262 -2.967955 -0.307 0.084 -0.354
C 1.299373 1.111646 1.722764 -0.053 -0.214 0.576
C 7.725745 -1.163770 -2.375876 0.200 -0.028 0.087
H -4.525387 -0.410935 1.107298 -0.031 -0.074 0.087
C -2.428714 -0.221748 0.549638 0.172 0.212 0.319
C 0.085500 2.032070 3.795539 0.413 -0.400 0.008
H -4.539835 -2.180532 1.552148 0.045 -0.196 -0.247
F 2.559378 -2.040376 -2.223896 0.049 -0.045 0.015
F 4.275509 -0.884337 -1.575685 0.078 0.058 -0.160
O -2.734588 -2.093746 3.402826 -0.233 0.215 -0.011
H -1.761157 0.637249 0.582720 0.190 -0.068 -0.102
C -5.400411 2.863295 -0.656231 -0.001 -0.314 -0.182
H -6.309478 2.302008 -0.416848 -0.103 0.095 0.124
H -0.974246 -0.987068 1.761555 -0.001 -0.056 0.011
F 2.781791 0.342583 -3.462393 -0.007 -0.035 -0.006
H 0.837603 2.688138 4.227188 -0.069 0.204 -0.009
O -5.299725 4.046448 0.098445 0.066 -0.052 0.221
H -4.847892 1.960012 1.674637 -0.120 -0.067 0.038
H -6.026795 5.030130 1.711301 -0.003 0.033 0.052
H 0.034366 0.008794 3.094006 0.012 -0.127 0.046
F 8.023317 -3.396127 -2.823852 0.020 -0.053 0.123
C -4.189927 1.974748 -0.404770 -0.033 0.236 0.050
C 0.765121 0.825989 3.139195 -0.165 0.321 -0.346
C 3.792118 -1.593872 -2.613614 0.322 -0.463 0.305
F 6.895315 -0.103937 -2.447775 -0.260 -0.025 -0.041
H 0.499032 -1.829209 -1.596188 0.026 -0.223 -0.003
C -3.989079 1.652725 1.084708 0.565 -0.107 -0.209
C 1.382482 -0.143647 0.827537 0.311 0.778 -0.286
C -0.779512 -2.094943 0.037319 -0.182 0.014 -0.224
H 1.589537 0.486810 3.763554 -0.081 -0.254 0.114
H -0.918226 -0.855962 -1.721055 -0.091 -0.018 -0.019
C 0.625784 0.024650 -0.504549 0.054 -0.411 -0.213
H -3.138533 2.233796 1.445168 -0.108 0.180 0.153
H -4.298359 1.075019 -1.014645 -0.108 -0.099 0.006
O -3.869673 -2.804605 1.231466 -0.163 0.077 0.092
C 3.538706 -0.717651 -3.847486 -0.076 0.002 -0.092
C -0.163070 -1.198687 -1.014702 0.164 0.376 0.055
H 1.356776 0.262135 -1.275316 -0.028 0.085 -0.080
H 1.077249 -1.023634 1.392652 -0.064 -0.092 0.052
F 4.688483 -0.261593 -4.356025 0.167 0.055 0.104
H 0.669313 1.877868 1.270311 -0.061 -0.017 -0.179
H 8.009168 -1.330320 -1.332923 -0.032 -0.012 0.003
H -3.430545 0.115881 2.432873 -0.060 -0.044 0.034
H -0.036223 0.887884 -0.486396 -0.049 0.080 0.234
N -1.623456 -1.389828 1.079791 -0.169 0.407 -0.197
H -5.442524 3.091684 -1.723905 -0.085 0.162 -0.017
C 5.809187 -2.978303 -2.299358 -0.194 -0.392 0.362
C -6.378863 4.306128 0.982728 0.063 0.035 -0.279
C -3.648215 0.181318 1.366250 -0.259 0.434 -0.175
H -6.702553 3.397344 1.494352 0.001 -0.050 0.099
```
Forces are in eV/Å.

HOMO level   -0.4471 hartree
Strongest force on any atom   0.01722 Eh/bohr
HOMO-LUMO gap   0.3524 Eh
DFT total energy   -2202.6380 a.u.
Net charge   +1
LUMO   -2.575 eV

***

Density functional theory data (the ωB97M-V functional and the def2-TZVPD basis) for C46H52N4O6P2Ru as an isolated structure.

Geometry as XYZ:
```
111
Properties=species:S:1:pos:R:3:forces:R:3
H -0.558800 4.615900 3.557000 -0.116 -0.070 0.120
H 2.705400 5.473200 1.965400 0.079 -0.061 0.052
C -0.978000 4.832300 -1.788400 0.225 0.194 -0.999
H -0.473400 6.853300 0.588800 0.017 0.099 -0.096
C 2.709100 -0.722700 -1.236900 1.043 0.507 -0.299
H 2.281500 -4.712600 -3.816700 0.091 -0.035 -0.007
O -0.493900 2.406700 -0.064100 0.266 -1.471 -0.616
C -3.034200 0.797600 1.320100 -0.323 0.318 0.464
H -4.468500 2.269100 1.907600 -0.027 0.042 0.091
C -1.576200 6.151600 -2.286400 0.136 -0.371 0.228
C -1.404700 -0.073800 -6.470100 0.092 -0.042 -0.016
N 1.705800 1.338800 0.949800 -0.532 -0.705 -0.446
H -2.660800 6.114800 -2.228200 -0.117 -0.007 -0.044
N -2.524100 0.064900 0.334400 1.517 0.353 -0.702
C 0.399200 5.109500 3.425800 -0.041 -0.110 -0.295
H 0.777300 0.826300 4.074400 -0.052 0.034 -0.156
H 4.878600 2.080400 -4.251100 0.130 0.033 -0.059
N -0.123000 -0.127600 2.410300 0.242 0.505 -1.340
O -1.837600 3.538700 1.770500 -0.050 0.286 0.090
H 4.872500 0.418400 -2.398500 0.059 -0.044 0.102
C 1.908000 6.173300 1.730200 -0.354 -0.244 -0.043
C 1.691700 1.541700 2.262200 0.225 0.056 0.282
C -0.645200 -0.371900 -5.357000 -0.006 -0.025 0.009
C -1.029700 -2.801200 -3.480100 0.089 0.023 0.032
C 1.027500 -3.607300 1.528700 -0.215 0.094 -0.006
H -2.516200 1.151200 -2.995000 -0.014 0.065 -0.016
H 0.891400 5.076800 -2.826600 -0.013 -0.003 -0.067
C -4.133100 1.633800 1.104300 0.056 -0.262 -0.173
O -1.499200 4.666100 -0.467800 0.017 -0.305 0.803
C 0.737200 -1.304700 2.541900 0.324 -0.255 -0.134
H -0.539500 7.349700 2.284200 0.004 0.070 0.071
H -3.179100 0.872600 -7.206600 -0.050 0.051 -0.068
H -3.878400 1.671700 -4.973800 -0.109 0.068 -0.015
C -1.035100 -4.103300 -3.938100 -0.168 -0.081 0.053
H 0.441400 5.986800 4.067600 0.026 0.047 0.048
C -3.155900 0.035600 -0.843000 -0.634 -0.031 -0.549
H 0.270100 -0.936700 -5.465300 0.042 -0.066 -0.067
H 4.385100 3.151000 0.117900 0.070 0.044 -0.096
C -1.447900 -0.385400 2.980000 -0.665 0.020 0.040
H 1.200700 4.429500 3.704300 0.091 -0.058 0.063
C 2.768000 0.107600 -2.501900 -0.098 -0.119 0.140
C 3.962100 0.684900 -2.913100 -0.128 -0.023 0.025
H -1.809200 -1.332200 2.567000 0.100 0.121 0.136
C -2.578200 0.653900 -6.337100 -0.101 0.074 0.122
H 2.012400 6.475700 0.691600 0.026 0.059 -0.116
C 0.660800 -4.543400 0.575500 -0.081 0.293 0.036
C -4.285300 0.783100 -1.113400 0.212 -0.246 0.081
H 0.970600 3.977400 -1.434300 0.131 -0.024 -0.049
H -2.748600 -0.643100 -1.586100 -0.011 0.182 0.043
C 0.167800 -2.166400 -3.150300 -0.330 0.001 0.408
H -1.966000 -2.264400 -3.400500 -0.073 0.026 -0.065
H 0.660300 -1.729100 3.557500 0.025 0.117 -0.154
H 1.140000 -5.508900 0.540300 0.085 -0.087 0.007
H 2.645900 2.424500 3.966200 -0.024 -0.006 0.093
C -2.973400 1.094200 -5.085800 -0.135 0.016 -0.118
H -1.971900 -4.568000 -4.210500 -0.039 -0.069 -0.006
C -1.043900 0.058500 -4.090400 -0.157 0.117 0.533
C 0.546400 4.907500 -1.808000 -0.158 0.020 0.141
H 2.575800 1.782600 -0.852700 0.006 0.033 0.029
C 2.759900 1.974200 -4.535700 0.144 0.109 -0.007
H 0.155900 -5.816300 -4.408500 0.023 -0.108 -0.038
C 1.360300 -2.865000 -3.275900 0.031 0.175 0.130
C 3.958400 1.614100 -3.937800 -0.037 -0.021 -0.010
H -4.776700 0.704900 -2.070500 0.022 -0.017 -0.102
H -1.536700 6.000600 1.703900 -0.156 0.163 0.107
C 3.646500 2.701200 0.759800 -0.189 -0.088 0.145
H 1.780300 -1.007100 2.382700 -0.129 0.012 0.024
H 1.800200 -3.821800 2.250100 0.057 -0.009 0.106
C 3.672400 2.879000 2.133900 -0.113 -0.087 -0.167
C -1.425700 3.660000 -2.661900 0.106 0.110 0.321
C -2.495600 0.697400 2.719300 0.419 0.034 -0.074
H -1.229300 6.972000 -1.662700 0.029 0.098 0.029
O 3.710400 -0.930300 -0.577800 -0.118 -0.120 -0.038
H -0.218200 1.859500 3.019000 0.031 -0.086 0.093
C 0.503900 1.035200 3.027400 0.014 0.353 0.209
C 1.349300 -4.177400 -3.717500 0.067 -0.066 -0.082
H 0.653300 1.679000 -4.629100 0.024 0.018 -0.025
H 2.749600 2.729400 -5.306700 -0.010 0.073 -0.082
H 2.007000 7.050700 2.363000 0.040 0.102 0.065
H -0.669600 -4.936700 -1.069900 -0.065 -0.032 -0.118
C 2.675500 2.295700 2.895000 -0.120 -0.209 -0.145
H 4.439200 3.479500 2.600300 0.076 0.006 0.043
H 0.890700 5.725600 -1.182300 0.114 0.086 0.045
H -1.009800 2.734200 -2.259200 -0.021 0.097 -0.102
C 2.638500 1.923400 0.216600 0.490 0.378 -0.263
O 0.516600 4.352400 1.124200 -0.599 -0.552 -0.475
P -0.886400 3.700300 0.650100 0.141 -0.794 -0.032
C 0.398300 -2.368700 1.526800 0.090 -0.219 0.149
C 0.541700 5.523400 1.962500 0.319 0.796 0.554
H -1.709000 -2.674700 -0.934100 0.082 -0.019 -0.054
C -0.342900 -4.226600 -0.328800 -0.126 0.074 0.149
C -4.752300 1.644300 -0.127800 0.163 -0.061 0.210
Ru -0.183000 0.212000 -0.054900 -1.579 -0.737 1.868
C 0.157300 -4.798600 -4.050000 0.025 -0.043 -0.041
H -2.510500 3.586000 -2.664400 -0.169 0.000 -0.047
H -1.081500 -0.410300 -7.443200 0.026 -0.038 -0.096
H 2.303500 -2.394800 -3.039300 0.004 -0.024 -0.009
O 1.519700 -1.113100 -0.946300 -1.273 0.045 0.848
C 1.567600 0.406700 -3.152300 0.168 0.198 0.091
C -0.575500 6.498200 1.610100 0.117 -0.128 -0.083
H -1.349700 -0.498800 4.071800 0.055 -0.042 -0.158
H -1.068700 3.802600 -3.679800 -0.037 -0.003 -0.128
C -2.211400 0.794300 -3.966200 0.190 -0.026 0.081
H -2.145700 1.698700 2.983000 -0.049 -0.057 0.083
C -0.912400 -2.969200 -0.263900 -0.122 -0.379 -0.168
N -0.536400 -2.060700 0.628500 0.935 1.147 -0.479
H -5.592800 2.295300 -0.313800 -0.076 0.044 -0.014
H -3.349300 0.483300 3.369600 0.071 0.012 -0.018
C 1.573800 1.378300 -4.151500 -0.093 -0.054 0.008
P 0.020000 -0.410000 -2.643500 0.400 0.716 0.295
H -1.272100 6.337400 -3.312800 0.001 0.027 -0.120
```
Forces are in eV/Å.

HOMO level (spin up / spin down)   -0.4139 / -0.4117 hartree
2S+1   2
Strongest force on any atom   0.04969 Eh/bohr
HOMO-LUMO gap (spin up / spin down)   0.2579 / 0.2772 Eh
DFT total energy   -3232.1097 a.u.
Net charge   +1
LUMO (spin up / spin down)   -4.245 / -3.660 eV